Entry from the OMol25 dataset: C7H14FeOPS as an isolated structure at a distorted geometry (the ωB97M-V functional and the def2-TZVPD basis).

```
25
Properties=species:S:1:pos:R:3
C -0.799 1.316 -2.436
C -0.245 0.049 -2.861
C -1.019 -0.971 -2.180
C -1.960 -0.331 -1.311
C -1.788 1.116 -1.470
Fe -0.104 0.099 -0.849
P 0.536 2.009 0.359
H -0.469 2.261 -2.849
H 0.453 -0.110 -3.691
H -1.007 -2.041 -2.412
H -2.407 1.892 -1.017
H -2.762 -0.839 -0.758
H -0.098 2.270 1.609
H 0.223 3.248 -0.270
H 1.885 2.305 0.686
C -0.398 -1.338 2.340
S 0.798 -1.489 0.995
C 2.259 -0.730 1.770
O 1.124 -2.935 0.816
H -0.330 -0.361 2.830
H -0.175 -2.154 3.044
H -1.395 -1.444 1.900
H 3.042 -0.662 1.006
H 2.055 0.262 2.192
H 2.581 -1.422 2.557
```

- LUMO level (spin up / spin down): 0.71 / -0.52 eV
- Energy relative to the best compared isomer or geometry (same formula, charge and spin): 0.0 kcal/mol
- 2S+1: 6
- Gap between HOMO and LUMO (spin up / spin down): 3.61 / 9.09 eV
- Total energy: -64037.736 eV

=====

Entry from the OMol25 dataset: one molecule with the formula C4H8O2 at a distorted geometry (the ωB97M-V functional and the def2-TZVPD basis).

```
14
Properties=species:S:1:pos:R:3
C -1.206 -1.202 0.148
C -0.303 -0.019 0.325
C 1.158 -0.359 -0.092
O 2.096 0.638 0.170
C -0.116 1.924 -0.762
O -1.027 1.063 -0.472
H -2.218 -0.922 0.438
H -0.853 -2.037 0.752
H -1.209 -1.502 -0.908
H -0.265 0.416 1.324
H 1.437 -1.227 0.528
H 1.191 -0.714 -1.141
H 1.602 1.450 -0.097
H -0.454 2.566 -1.585
```

- LUMO level: 0.40 eV
- Energy relative to the best compared isomer or geometry (same formula, charge and spin): 95.2 kcal/mol
- 2S+1: 1
- Gap between HOMO and LUMO: 9.22 eV
- Total energy: -8369.154 eV

=====

Entry from the OMol25 dataset: an isolated ion of composition C2H5N4O and charge +1 at a distorted geometry (the ωB97M-V functional and the def2-TZVPD basis).

```
12
Properties=species:S:1:pos:R:3
C -1.342 0.664 0.376
C -0.031 0.172 0.019
N -2.357 0.097 0.039
N 0.192 -1.056 -0.009
N 0.881 1.200 -0.157
N 1.319 -1.710 -0.074
O -3.478 -0.077 -0.065
H -1.123 1.593 0.958
H 0.599 2.067 -0.490
H 1.859 1.051 -0.339
H 1.258 -2.783 0.052
H 2.223 -1.218 -0.311
```

- LUMO level (spin up / spin down): -7.35 / -4.46 eV
- Energy relative to the best compared isomer or geometry (same formula, charge and spin): 135.4 kcal/mol
- Structure (SMILES): N/C(=C/N=O)N=[NH2+]
- 2S+1: 1
- Charge: +1
- Gap between HOMO and LUMO (spin up / spin down): 5.96 / 9.65 eV
- Total energy: -10150.362 eV

=====

Entry from the OMol25 dataset: one molecule with the formula C18H20N4O3S3 at a distorted geometry (the ωB97M-V functional and the def2-TZVPD basis).

```
48
Properties=species:S:1:pos:R:3
C -0.058 0.934 3.573
H -1.060 1.191 3.220
O 0.859 1.988 3.370
C 1.231 2.203 2.039
C 0.114 2.759 1.125
N -0.503 1.736 0.303
C 0.172 1.205 -0.751
N -0.259 0.239 -1.495
C -1.473 -0.257 -1.210
C -2.289 0.235 -0.194
C -3.516 -0.467 -0.147
C -3.596 -1.444 -1.088
S -2.185 -1.570 -2.087
C -4.872 -2.209 -1.032
H -5.335 -2.332 -2.011
H -4.704 -3.205 -0.615
C -5.725 -1.332 -0.085
H -6.334 -1.938 0.583
H -6.395 -0.710 -0.679
C -4.746 -0.425 0.695
H -5.124 0.589 0.821
H -4.530 -0.823 1.689
C -1.814 1.310 0.632
O -2.411 1.835 1.551
S 1.747 1.852 -1.147
C 2.224 0.789 -2.545
C 1.706 -0.635 -2.543
O 1.218 -1.134 -3.524
N 1.951 -1.404 -1.423
C 2.617 -1.062 -0.279
N 3.610 -0.255 -0.193
C 4.042 -0.115 1.085
C 3.382 -0.832 2.030
S 2.107 -1.751 1.270
C 3.605 -0.867 3.496
H 2.839 -0.286 4.011
H 3.565 -1.889 3.869
H 4.577 -0.439 3.729
H 4.873 0.540 1.273
H 1.482 -2.301 -1.434
H 1.880 1.263 -3.464
H 3.314 0.776 -2.507
H 0.527 3.529 0.469
H -0.677 3.191 1.744
H 1.625 1.275 1.599
H 2.043 2.931 2.090
H -0.094 0.765 4.647
H 0.277 0.017 3.070
```

- LUMO level: 0.34 eV
- Structure (SMILES): COCCn1c(SCC(=O)Nc2ncc(C)s2)nc2sc3c(c2c1=O)CCC3
- 2S+1: 1
- Gap between HOMO and LUMO: 8.18 eV
- Total energy: -63599.958 eV

=====

Entry from the OMol25 dataset: an isolated ion of composition C7H13F3N and charge +1 at a distorted geometry (the ωB97M-V functional and the def2-TZVPD basis).

```
24
Properties=species:S:1:pos:R:3
C 1.026 -1.438 -1.089
C 1.200 -1.434 0.411
C 0.674 -0.199 -0.297
C -1.782 -0.756 -0.162
C -0.986 1.582 -0.544
C -0.703 0.418 1.676
C 1.755 0.852 -0.480
N -0.665 0.260 0.176
F 1.602 1.515 -1.621
F 1.649 1.758 0.485
F 2.992 0.482 -0.532
H 1.935 -1.521 -1.708
H 0.229 -2.180 -1.360
H 0.327 -2.091 0.846
H 2.142 -1.426 0.988
H -2.718 -0.408 0.094
H -1.741 -0.683 -1.230
H -1.504 -1.714 0.166
H -2.018 1.642 -0.422
H -0.520 2.356 -0.043
H -0.678 1.630 -1.625
H -1.176 1.385 1.966
H -1.350 -0.429 2.138
H 0.309 0.400 2.166
```

- LUMO level (spin up / spin down): -2.57 / -9.29 eV
- 2S+1: 3
- Charge: +1
- Gap between HOMO and LUMO (spin up / spin down): 4.94 / 7.27 eV
- Total energy: -17095.615 eV

=====

Entry from the OMol25 dataset: one molecule with the formula C3H5N3 (the ωB97M-V functional and the def2-TZVPD basis).

```
11
Properties=species:S:1:pos:R:3
C 1.258 -0.547 -1.132
C 0.139 -0.157 -0.482
N 0.182 0.979 0.311
N -0.676 0.756 1.411
N -1.591 -0.181 0.994
C -1.160 -0.723 -0.097
H 1.133 1.302 0.462
H 2.196 -0.339 -0.626
H 1.306 -1.087 -2.063
H -1.144 1.608 1.709
H -1.643 -1.611 -0.485
```

- LUMO level: 0.95 eV
- Energy relative to the best compared isomer or geometry (same formula, charge and spin): 72.5 kcal/mol
- Structure (SMILES): C=C1C=NNN1
- 2S+1: 1
- Gap between HOMO and LUMO: 8.52 eV
- Total energy: -7659.313 eV